Record 1
C28H31ClF2IrN6O7S as an isolated structure, computed with ωB97M-V/def2-TZVPD.

Summary:
**Spin multiplicity**: 6
**Net charge**: +2
**LUMO level (spin up / spin down)**: -5.441 / -8.185 eV
**F_max**: 0.3 eV/Å
**⟨S²⟩**: 8.76
**E**: -84426.283 eV

Geometry as XYZ:
```
77
Properties=species:S:1:pos:R:3:forces:R:3
Ir -0.396 0.473 -0.459 -0.1 -0.2 -0.2
O 3.378 -1.714 3.480 0.0 0.0 -0.1
C 2.258 -1.380 4.091 -0.1 -0.1 0.0
O 1.965 -1.781 5.184 0.0 0.0 0.0
C 1.285 -0.511 3.344 0.0 0.0 0.0
C 0.120 0.009 3.905 0.0 0.0 0.0
Cl -0.441 0.023 5.491 0.0 -0.1 0.0
N -0.597 0.604 2.930 0.1 0.0 0.0
N 0.060 0.519 1.754 0.1 0.0 0.1
C 1.196 -0.137 1.999 0.0 0.0 -0.1
C 2.160 -0.253 0.845 0.0 0.2 0.0
O 3.272 -0.702 1.007 0.0 -0.1 0.0
O 1.713 0.221 -0.290 0.0 -0.2 0.3
C -1.776 1.406 3.080 0.0 0.0 0.0
C -2.999 0.917 2.647 0.0 0.0 0.0
C -4.128 1.716 2.781 0.0 0.0 0.0
C -4.020 2.976 3.358 0.0 0.0 0.0
C -2.791 3.441 3.809 -0.1 0.0 0.0
C -1.658 2.654 3.671 0.0 0.0 -0.1
H 3.440 -1.358 2.561 0.1 0.1 0.1
H -3.070 -0.082 2.235 0.0 0.0 0.0
H -5.095 1.347 2.465 0.0 0.0 0.0
H -4.904 3.588 3.477 0.0 0.0 0.0
H -2.719 4.414 4.277 0.0 0.0 0.0
H -0.689 2.987 4.026 0.0 0.0 0.0
N 0.217 2.760 -0.436 0.0 0.1 0.0
C -0.938 3.603 -0.074 0.0 0.0 0.0
C -2.138 3.128 -0.867 0.0 0.0 0.0
N -2.387 1.709 -0.535 0.0 0.0 0.0
H 1.000 2.899 0.196 0.0 0.0 0.0
H 0.546 2.987 -1.372 0.0 0.0 0.0
H -0.748 4.659 -0.268 0.0 0.0 0.0
H -1.122 3.484 0.996 0.0 0.0 0.0
H -1.934 3.198 -1.937 0.0 0.0 0.0
H -3.008 3.747 -0.650 0.0 0.0 0.0
H -3.030 1.289 -1.199 0.0 0.0 0.0
H -2.832 1.644 0.379 0.0 0.0 0.0
O 6.036 1.462 -3.651 0.0 0.0 0.0
C 5.300 1.078 -4.784 0.0 0.0 0.0
N 3.939 0.962 -4.284 0.0 0.0 0.0
C 2.919 0.704 -5.118 0.0 0.0 0.0
O 3.062 0.528 -6.311 0.0 0.0 0.0
C 1.526 0.620 -4.525 0.0 0.0 0.0
C 0.474 0.425 -5.413 0.0 0.0 0.0
C -0.817 0.308 -4.926 0.0 0.0 0.0
C -1.018 0.391 -3.562 0.0 0.0 0.0
N -0.010 0.580 -2.701 0.0 0.0 0.0
C 1.241 0.687 -3.174 0.0 0.0 0.0
H 6.968 1.532 -3.879 0.0 0.0 0.0
H 5.626 0.116 -5.189 0.0 0.0 0.0
H 5.330 1.824 -5.582 0.0 0.0 0.0
H 3.830 1.138 -3.300 0.0 0.0 0.0
H 0.702 0.360 -6.469 0.0 0.0 0.0
H -1.656 0.150 -5.588 0.0 0.0 0.0
H -2.009 0.288 -3.136 0.0 0.0 0.0
H 2.008 0.793 -2.418 0.0 0.0 0.0
F 0.897 -3.149 -2.702 0.0 0.0 0.0
C 1.680 -2.341 -1.997 0.1 0.0 -0.1
F 1.875 -2.823 -0.776 0.0 0.0 0.0
H 2.592 -2.022 -2.499 0.0 0.0 0.0
C -2.397 -3.690 -0.936 0.0 0.0 0.0
S -2.369 -2.351 0.237 -0.1 0.0 0.1
O -1.556 -1.273 -0.554 0.1 0.0 0.1
C -1.375 -2.979 1.546 0.0 0.0 0.0
C -1.866 -2.768 2.834 0.0 0.0 0.0
C -1.149 -3.256 3.916 0.0 0.0 0.0
C 0.049 -3.926 3.709 0.0 0.0 0.0
C 0.526 -4.137 2.419 0.0 0.0 0.0
C -0.190 -3.676 1.327 0.1 0.0 0.0
H -1.385 -3.918 -1.262 0.0 0.0 0.0
H -3.004 -3.358 -1.776 0.0 0.0 0.0
H -2.864 -4.546 -0.448 0.0 0.0 0.0
H -2.815 -2.268 2.991 0.0 0.0 0.0
H -1.527 -3.120 4.920 0.0 0.0 0.0
H 0.614 -4.285 4.558 0.0 0.0 0.0
H 1.451 -4.675 2.263 0.0 0.0 0.0
H 0.174 -3.869 0.330 0.0 0.0 0.0
```
Forces are in eV/Å.


Record 2
A 9-piece molecular cluster, C9H36N12O9 overall in a non-equilibrium geometry, computed with ωB97M-V/def2-TZVPD.

Summary:
**Spin multiplicity**: 1
**LUMO level**: -0.193 eV
**F_max**: 2.4 eV/Å
**SMILES**: NC(N)=O.NC(N)=O.NC(N)=O.NC(N)=O.NC(N)=O.NC(N)=O.CO.CO.CO
**E**: -46230.357 eV

Geometry as XYZ:
```
66
Properties=species:S:1:pos:R:3:forces:R:3
N -3.809 0.895 -1.331 -0.6 -0.2 0.4
C -3.516 1.993 -2.049 1.3 1.0 -1.2
N -4.543 2.864 -2.286 0.2 -0.4 0.1
O -2.405 2.232 -2.532 -0.3 -0.5 0.5
H -3.120 0.189 -1.161 0.1 0.0 -0.1
H -4.713 0.849 -0.898 0.1 -0.4 0.2
H -5.409 2.786 -1.787 -0.1 0.3 -0.1
H -4.227 3.720 -2.703 -0.4 0.2 0.1
N -2.083 0.622 3.038 0.0 0.8 0.2
C -3.300 0.343 3.594 0.5 0.7 2.1
N -3.806 -0.861 3.276 -0.7 -0.4 -0.7
O -3.766 1.086 4.466 0.0 -0.6 -1.1
H -1.630 1.420 3.450 0.0 0.1 -0.3
H -1.631 0.121 2.306 -0.2 -0.4 0.0
H -4.530 -1.223 3.870 0.0 0.0 -0.1
H -3.267 -1.479 2.691 0.0 -0.2 0.3
N 1.375 -1.177 2.916 0.9 -0.8 0.1
C 2.615 -1.542 3.395 0.6 1.4 -0.6
N 2.673 -1.742 4.737 -0.9 -0.2 0.1
O 3.625 -1.526 2.688 -0.6 -0.4 0.1
H 0.616 -1.028 3.550 -0.3 0.0 -0.2
H 1.325 -0.979 1.917 -0.2 0.2 0.3
H 1.820 -1.584 5.240 0.2 -0.2 0.5
H 3.528 -1.939 5.215 0.1 0.0 -0.1
N 0.450 -2.743 -2.381 -0.1 0.6 0.1
C -0.727 -2.482 -3.033 0.2 -0.6 0.0
N -1.691 -3.475 -2.904 0.6 1.6 -0.6
O -0.889 -1.485 -3.718 -0.3 -0.4 0.4
H 0.985 -1.918 -2.140 0.3 -0.2 -0.2
H 0.575 -3.578 -1.843 0.0 0.0 0.1
H -2.403 -3.341 -3.602 -0.4 -0.7 0.4
H -1.580 -4.239 -2.274 -0.3 -0.4 -0.2
N 3.979 0.964 0.618 -0.8 -0.1 0.4
C 5.152 1.479 1.021 2.1 0.4 -1.0
N 5.724 0.880 2.112 -0.4 0.0 0.3
O 5.822 2.311 0.391 -1.0 -0.4 0.2
H 3.560 1.231 -0.254 0.1 0.2 0.0
H 3.571 0.220 1.160 0.0 -0.1 -0.2
H 6.686 1.118 2.251 -0.1 0.2 0.3
H 5.187 0.421 2.826 0.1 -0.3 -0.1
N 0.812 1.114 -3.693 0.2 0.5 -1.0
C 2.061 0.710 -3.425 -0.3 -0.9 1.2
N 3.021 1.005 -4.343 0.1 -0.1 0.5
O 2.356 0.091 -2.382 -0.1 0.5 0.0
H 0.029 1.076 -3.065 0.0 -0.4 0.1
H 0.639 1.376 -4.647 -0.4 0.3 0.2
H 2.806 1.155 -5.309 0.2 0.1 -0.1
H 3.930 0.707 -4.034 0.1 -0.1 -0.5
C 1.031 3.751 -1.022 0.7 -1.1 -0.4
O 0.102 4.464 -0.248 0.1 0.8 -0.1
H 0.818 2.679 -1.030 0.0 0.0 0.1
H 1.116 4.010 -2.081 -0.7 0.5 0.0
H 2.060 3.864 -0.673 -0.1 0.1 0.5
H -0.608 3.909 0.072 0.1 -0.3 -0.2
C -3.160 -3.310 0.773 0.6 -1.0 -0.4
O -2.232 -2.835 1.743 -0.1 0.3 -0.2
H -2.779 -3.191 -0.248 -0.2 0.5 0.1
H -3.257 -4.396 0.892 -0.5 0.1 0.1
H -4.123 -2.820 0.892 0.1 0.1 0.1
H -1.431 -3.358 1.645 0.1 0.1 0.2
C -0.257 0.145 0.108 0.1 0.4 0.8
O 1.109 -0.119 0.328 0.2 -0.2 -0.1
H -0.431 1.052 -0.475 0.0 -0.3 -0.5
H -0.816 -0.740 -0.209 0.0 0.1 -0.5
H -0.641 0.417 1.091 0.1 0.0 -0.2
H 1.619 -0.157 -0.493 -0.1 0.1 -0.5
```
Forces are in eV/Å.


Record 3
C37H61BiClF6N3O18P2S3Si as an isolated structure in a non-equilibrium geometry, computed with ωB97M-V/def2-TZVPD.

Summary:
**Spin multiplicity**: 1
**Net charge**: -2
**LUMO level**: 3.678 eV
**F_max**: 3.4 eV/Å
**E**: -174328.387 eV

Geometry as XYZ:
```
133
Properties=species:S:1:pos:R:3:forces:R:3
Bi 0.087 0.564 0.084 0.8 -0.3 -0.4
C 1.389 2.760 -4.259 -0.1 0.1 0.0
C 0.856 2.070 -3.015 -0.7 -0.3 -0.2
O 1.601 2.382 -1.866 0.2 -0.3 0.1
P -0.824 2.628 -2.566 -0.6 1.1 -0.2
O -1.821 2.381 -3.744 0.2 0.2 0.0
O -0.813 4.238 -2.510 0.0 -0.3 -0.4
O -1.281 2.125 -1.237 0.3 -0.3 0.0
P 0.517 0.282 -3.388 0.7 0.8 -0.3
O 1.984 -0.256 -3.707 -0.2 0.7 0.0
O -0.418 0.368 -4.552 0.1 0.4 -0.2
O -0.014 -0.318 -2.095 0.4 0.7 0.5
H 1.307 3.843 -4.164 0.1 0.0 0.0
H 0.820 2.415 -5.118 0.0 0.1 -0.2
H 2.433 2.479 -4.392 0.1 0.0 0.0
H 2.196 1.627 -1.570 0.0 0.3 0.0
H -1.499 1.550 -4.204 0.1 -0.3 -0.3
H -0.441 4.504 -1.668 0.2 0.2 0.4
H 2.166 -1.001 -3.113 0.3 -0.3 0.2
Cl 4.328 -4.374 4.138 0.3 -0.2 0.3
C 3.270 -3.512 3.064 -0.2 0.1 0.1
C 3.365 -3.753 1.686 -0.2 0.2 0.0
C 2.548 -3.080 0.825 0.0 0.0 -0.1
C 1.569 -2.150 1.290 0.2 -0.3 0.6
O 0.764 -1.610 0.465 -0.2 0.3 -0.3
C 1.503 -1.930 2.705 0.3 -0.3 -0.7
C 0.500 -1.072 3.246 -0.3 0.1 0.3
O -0.417 -0.547 2.624 0.2 -0.2 0.4
C 2.371 -2.617 3.569 -0.1 0.0 -0.2
H 4.099 -4.457 1.321 0.0 0.0 0.0
H 2.590 -3.227 -0.242 0.1 -0.1 -0.1
H 0.557 -0.914 4.342 0.0 0.0 0.0
H 2.303 -2.436 4.632 0.0 0.0 0.1
C -4.393 -0.578 1.637 0.1 -0.2 -0.2
C -4.118 -1.064 0.202 -0.4 -0.2 0.2
C -3.886 -2.579 0.188 0.0 0.3 -0.1
C -5.306 -0.714 -0.700 0.3 -0.2 0.2
N -2.968 -0.397 -0.398 0.0 0.2 -0.4
N -1.703 -0.870 0.016 -0.1 -0.1 0.4
H -4.978 -1.310 2.190 -0.1 -0.1 0.1
H -4.942 0.359 1.619 0.0 0.2 0.0
H -3.459 -0.399 2.163 0.1 0.0 0.2
H -4.839 -3.096 0.287 -0.1 0.0 0.1
H -3.243 -2.890 1.009 0.1 -0.1 0.1
H -3.425 -2.873 -0.750 0.0 -0.1 -0.1
H -6.234 -1.091 -0.270 -0.1 0.0 0.1
H -5.160 -1.158 -1.679 0.0 0.0 -0.2
H -5.374 0.365 -0.815 -0.1 0.2 0.0
H -3.001 0.604 -0.230 0.0 0.0 0.0
H -1.360 -1.615 -0.610 -0.2 0.2 0.2
H -1.674 -1.185 0.992 0.0 -0.1 -0.2
C 2.383 1.667 5.947 0.0 0.0 -0.1
C 2.703 1.502 4.488 0.0 0.0 0.1
C 2.155 2.348 3.539 0.1 -0.1 0.0
C 2.516 2.247 2.201 0.0 -0.1 -0.1
C 2.084 3.290 1.214 -0.1 0.0 0.2
C 3.375 1.226 1.802 0.0 0.0 -0.2
C 3.940 0.372 2.746 0.1 0.0 0.0
C 4.944 -0.653 2.321 0.1 0.1 0.0
C 3.602 0.525 4.082 0.0 0.1 -0.1
C 3.702 1.095 0.315 0.3 0.2 0.5
O 4.811 1.438 -0.082 0.2 0.0 0.0
O 2.743 0.659 -0.397 -0.5 -0.4 -0.3
H 1.641 2.449 6.092 -0.1 0.0 0.1
H 3.282 1.943 6.500 0.0 0.0 0.1
H 2.007 0.738 6.373 -0.1 -0.1 0.1
H 1.436 3.095 3.842 -0.1 0.2 0.0
H 1.292 3.906 1.625 0.0 0.0 -0.1
H 1.734 2.854 0.284 0.0 0.1 -0.1
H 2.945 3.912 0.959 0.0 0.1 -0.1
H 4.561 -1.228 1.481 0.1 -0.1 -0.1
H 5.189 -1.326 3.142 0.0 -0.1 0.0
H 5.851 -0.147 1.989 0.1 -0.1 -0.1
H 4.054 -0.121 4.826 0.0 -0.1 0.0
F -0.465 -5.447 -2.844 -0.1 0.3 0.1
C 0.587 -4.662 -3.082 0.3 -0.5 0.1
F 0.995 -4.880 -4.340 -0.1 0.3 0.0
F 1.575 -5.168 -2.305 0.1 0.4 0.3
S 0.351 -2.790 -2.663 0.2 -3.3 -0.3
O 1.666 -2.499 -2.181 0.5 0.5 0.0
O -0.775 -2.870 -1.783 -0.3 0.1 0.2
N 0.146 -2.140 -4.064 0.0 0.1 0.1
S -1.201 -2.455 -4.801 -1.4 -0.9 -0.9
O -1.562 -3.837 -4.622 -0.2 0.0 0.1
O -1.227 -1.988 -6.148 0.4 0.6 0.1
C -2.666 -1.591 -3.948 -0.7 0.3 0.0
F -3.525 -1.181 -4.904 0.2 -0.1 -0.3
F -2.460 -0.550 -3.163 0.3 -0.2 -0.1
F -3.341 -2.497 -3.228 0.1 -0.2 0.1
C 0.712 5.774 3.828 -0.1 -0.1 -0.2
C -0.183 6.056 2.615 0.2 0.6 0.3
C 0.589 6.860 1.561 -0.2 -0.3 0.3
C -1.404 6.849 3.082 0.1 -0.2 -0.2
O -0.561 4.834 2.001 0.0 -0.2 -0.4
Si -1.720 3.755 2.429 -0.3 -1.1 -0.4
S -1.640 1.775 1.692 -0.5 1.8 1.0
O -3.188 4.431 2.150 -0.2 0.2 0.0
C -4.013 4.596 1.020 -0.5 0.2 -0.4
C -5.285 5.290 1.538 0.4 -0.2 -0.1
C -3.322 5.461 -0.038 -0.1 -0.1 0.3
C -4.376 3.247 0.400 0.1 0.3 0.1
O -1.665 3.777 4.065 0.3 0.1 0.3
C -2.319 2.985 5.033 -0.1 -0.2 0.6
C -1.568 1.663 5.197 -0.1 0.2 -0.1
C -2.264 3.800 6.334 0.0 -0.2 -0.4
C -3.767 2.709 4.635 0.3 0.2 0.0
H 0.921 6.693 4.372 0.0 0.1 0.0
H 1.652 5.326 3.518 0.1 0.0 0.0
H 0.187 5.084 4.482 0.0 0.0 0.1
H 0.897 7.816 1.979 0.1 0.1 0.0
H -0.042 7.033 0.692 -0.1 0.1 -0.1
H 1.466 6.302 1.246 0.1 0.0 -0.1
H -1.093 7.787 3.539 0.1 0.1 0.1
H -1.955 6.256 3.804 -0.2 0.0 0.2
H -2.054 7.063 2.241 -0.1 0.1 -0.1
H -5.020 6.210 2.055 0.0 0.1 0.1
H -5.792 4.629 2.238 -0.1 -0.1 0.1
H -5.960 5.521 0.718 -0.1 0.0 -0.1
H -3.103 6.452 0.355 0.0 0.1 0.0
H -3.954 5.559 -0.918 0.0 0.0 -0.1
H -2.390 4.983 -0.328 0.1 0.0 -0.1
H -4.701 2.569 1.184 -0.1 -0.1 0.1
H -3.502 2.819 -0.084 0.0 -0.1 -0.1
H -5.170 3.378 -0.331 -0.1 0.0 -0.1
H -0.549 1.853 5.522 0.2 0.0 0.1
H -1.533 1.160 4.234 0.1 -0.2 0.0
H -2.067 1.028 5.925 -0.1 -0.1 0.1
H -1.229 4.009 6.593 0.1 0.0 0.0
H -2.729 3.249 7.146 -0.1 -0.1 0.2
H -2.780 4.748 6.200 -0.1 0.1 0.0
H -3.763 2.112 3.728 -0.2 -0.2 -0.2
H -4.282 3.644 4.437 -0.1 0.1 0.0
H -4.276 2.170 5.430 -0.1 -0.1 0.1
```
Forces are in eV/Å.


Record 4
A 2-piece molecular cluster, C3H4N2O overall in a non-equilibrium geometry, computed with ωB97M-V/def2-TZVPD.

Summary:
**Spin multiplicity**: 1
**LUMO level**: 0.458 eV
**F_max**: 1.1 eV/Å
**SMILES**: NC#[N+][O-].C#C
**E**: -8198.147 eV

Geometry as XYZ:
```
10
Properties=species:S:1:pos:R:3:forces:R:3
N 1.322 -0.801 0.976 0.0 0.0 0.0
C 1.337 -0.252 -0.255 -0.2 0.4 -0.9
N 1.123 0.267 -1.267 0.2 -0.5 1.0
O 0.895 0.810 -2.342 0.0 0.0 0.0
H 1.044 -0.178 1.722 0.0 0.0 -0.1
H 2.099 -1.400 1.209 0.0 0.1 -0.1
C -1.755 0.587 -0.535 -0.2 -0.2 0.5
C -2.233 0.221 0.508 0.2 0.2 -0.5
H -1.292 0.892 -1.454 -0.1 0.0 0.1
H -2.675 -0.107 1.422 0.1 0.1 -0.2
```
Forces are in eV/Å.


Record 5
C6H10NO as an isolated structure in a non-equilibrium geometry, computed with ωB97M-V/def2-TZVPD.

Summary:
**Spin multiplicity**: 1
**Net charge**: +1
**LUMO level**: -8.058 eV
**F_max**: 6.0 eV/Å
**E**: -9905.636 eV

Geometry as XYZ:
```
18
Properties=species:S:1:pos:R:3:forces:R:3
O -1.703 -0.357 -2.023 1.1 5.2 2.5
C -1.707 0.893 -1.575 0.3 -4.1 -4.5
C -0.831 1.609 -0.544 -1.9 -2.5 -3.2
C 0.584 1.117 -0.774 -1.0 -0.1 3.8
C 0.844 0.197 0.595 0.4 -1.7 1.3
C 1.967 0.091 1.438 -3.6 -3.3 0.9
C -0.034 -2.121 0.941 -2.9 -0.3 -0.6
N -0.221 -0.645 0.799 1.8 -0.6 -2.1
H -2.385 1.527 -2.084 -1.3 0.8 0.0
H -1.735 0.738 -0.325 1.3 0.8 3.0
H -1.269 2.588 -0.332 0.9 -0.3 0.0
H 1.250 1.978 -0.789 0.2 -0.3 -0.1
H 0.699 0.385 -1.572 -0.1 0.3 -0.1
H 2.973 0.151 1.165 1.4 1.3 -0.2
H 1.698 -0.515 2.445 1.0 1.9 -2.2
H 0.647 -2.538 1.706 0.0 0.5 -0.1
H -1.173 -2.609 1.022 3.3 1.4 -0.1
H 0.396 -2.492 -0.092 -0.8 1.0 1.6
```
Forces are in eV/Å.


Record 6
An isolated molecule of C3H7NO, computed with ωB97M-V/def2-TZVPD.

Summary:
**Spin multiplicity**: 1
**LUMO level**: 0.877 eV
**F_max**: 0.4 eV/Å
**SMILES**: CNC(C)=O
**E**: -6762.178 eV

Geometry as XYZ:
```
12
Properties=species:S:1:pos:R:3:forces:R:3
C 1.498 -0.260 -0.953 0.2 0.0 -0.1
N 0.616 -0.559 0.165 -0.2 0.0 0.0
C -0.132 0.496 0.659 0.0 0.1 -0.1
C -1.618 0.215 0.734 -0.1 0.1 0.1
O 0.354 1.585 0.890 -0.2 -0.3 -0.2
H 1.628 0.823 -0.986 0.1 -0.2 0.0
H 1.033 -0.585 -1.894 0.2 0.1 0.1
H 2.477 -0.735 -0.857 -0.1 0.0 0.0
H 0.097 -1.420 0.069 0.0 0.2 -0.1
H -1.931 -0.145 -0.254 -0.1 0.1 0.2
H -2.144 1.142 0.961 0.0 -0.1 0.1
H -1.877 -0.556 1.465 0.1 0.1 0.0
```
Forces are in eV/Å.


Table of molecular weight (g/mol), in record order: 861.3, 456.5, 1380.6, 84.1, 112.2, 73.1
Table of ΔE to the lowest compared entry with this formula, charge and spin (kJ/mol), in record order: 40.2, 172.8, 185.8, 553.7, 845.0, 55.2